(1)
This record from the Open Molecules 2025 dataset describes 2 unconnected molecules or ions with the total composition C8H9N2O2 in a non-equilibrium geometry. The level of theory is ωB97M-V/def2-TZVPD.

Each line ends with the Mulliken charge.
CARTESIAN COORDINATES (ANGSTROEM)
1 C 2.640 -0.761 -0.182  -0.606
2 C 2.488 0.507 0.220  -0.738
3 C 1.485 -1.648 -0.254  -0.294
4 C 1.188 0.993 0.623  -0.471
5 C 0.307 -1.183 0.078  0.273
6 C 0.145 0.150 0.504  1.004
7 C -1.070 -1.806 0.140  -0.090
8 C -1.292 0.424 0.750  0.230
9 N -1.974 -0.727 0.485  0.046
10 N -1.715 1.560 1.181  -0.356
11 O -1.361 -2.905 -0.171  -0.449
12 O -1.261 0.943 -1.638  -0.552
13 H 3.527 -1.171 -0.445  0.518
14 H 3.323 1.172 0.248  0.425
15 H 1.732 -2.653 -0.461  0.517
16 H 0.998 2.023 0.896  0.282
17 H -2.916 -0.841 0.489  0.107
18 H -0.880 1.470 -2.354  0.299
19 H -1.254 2.407 1.097  0.236
20 H -2.646 1.871 1.010  0.297
21 H -1.466 0.173 -2.215  0.322

Forces on the atoms, in the same order (eV/Å):
-3.9488 -1.0569 0.2238
-1.3563 1.6823 0.8342
3.9085 0.2205 -0.0451
1.1696 0.3241 -0.6601
-3.4932 1.4229 1.4218
-0.5141 -0.5172 0.3672
1.6304 0.5401 -0.9375
1.6025 -2.3030 -0.8339
3.7790 1.4568 0.6894
-2.5603 -0.0062 -0.0591
-0.9641 -0.5093 0.2047
-0.2215 -0.6581 -2.0847
2.7145 -0.9125 -0.7407
0.3602 0.3310 0.1133
-0.3477 -1.0415 -0.4751
0.4785 0.0374 0.1567
-3.3717 -0.3789 0.1511
0.1939 0.7166 0.4172
2.5360 1.2952 0.0408
-1.3943 -0.8160 0.3018
-0.2010 0.1728 0.9143

E in eV: -15510.641
Maximum force in Eh/bohr: 0.0799
2S+1: 1
Total charge: +1
Kohn-Sham gap in eV: 9.1

(2)
This record from the Open Molecules 2025 dataset describes a gas-phase ion, C8H9N2O3 (charge +1) in a non-equilibrium geometry. The level of theory is ωB97M-V/def2-TZVPD.

Each line ends with the Mulliken charge.
CARTESIAN COORDINATES (ANGSTROEM)
1 C 1.294 -1.372 0.010  -0.419
2 C -0.931 -0.432 -0.097  -0.316
3 C 0.969 1.046 0.022  0.011
4 C -0.135 -1.558 -0.034  0.285
5 C 1.807 -0.089 0.042  0.044
6 C -0.435 0.922 -0.047  0.190
7 C -2.839 1.899 0.522  -0.449
8 C -0.625 -2.941 0.031  -1.526
9 N 3.280 0.180 0.303  0.958
10 N -1.175 1.982 -0.098  0.185
11 O 4.008 -0.689 -0.045  -0.546
12 O 3.576 1.259 0.727  -0.562
13 O -0.977 3.144 -0.792  -0.401
14 H 2.114 -2.099 -0.028  0.504
15 H -2.053 -0.438 -0.266  0.434
16 H 1.618 1.991 -0.053  0.439
17 H -3.341 2.905 0.145  0.314
18 H -2.901 1.279 1.446  0.382
19 H -1.652 -3.148 -0.423  0.367
20 H -0.095 -3.770 -0.609  0.337
21 H -0.756 -3.182 1.020  0.366
22 H -0.750 3.111 -1.777  0.404

Forces on the atoms, in the same order (eV/Å):
0.4956 0.8944 -0.0953
-2.0946 0.9072 0.0802
2.8427 0.8437 -0.8584
1.6119 0.7324 -0.5143
-1.7506 1.4106 0.9935
4.1664 -3.3951 -0.5532
4.0047 2.3592 -2.1898
-1.7102 -2.3371 -4.3737
-1.8893 0.1002 -1.2321
-8.1858 2.4438 0.6930
1.2487 -1.4107 -0.0966
0.1426 0.7276 0.5470
0.4933 0.0292 0.1554
-0.9578 -0.5569 0.1372
1.4711 -0.6750 0.3183
-1.7641 -0.9940 0.5192
1.0088 -2.5331 1.1104
0.0317 0.7228 -0.9248
0.9115 1.1047 0.6264
-0.0577 1.8661 1.7061
0.1406 -1.1104 2.4136
-0.1595 -1.1295 1.5381

E in eV: -17547.862
SMILES string: C=[N+](O)c1cc(C)cc([N+](=O)[O-])c1
Maximum force in Eh/bohr: 0.1667
2S+1: 1
Total charge: +1
Kohn-Sham gap (alpha / beta) in eV: 7.0 / 8.3

(3)
This record from the Open Molecules 2025 dataset describes a gas-phase ion, C8H9N2O3S (charge +1) in a non-equilibrium geometry. The level of theory is ωB97M-V/def2-TZVPD.

Each line ends with the Mulliken charge.
CARTESIAN COORDINATES (ANGSTROEM)
1 C 2.576 0.199 2.160  -0.446
2 C 2.765 -0.396 0.961  -0.578
3 C 1.299 0.860 2.448  -0.656
4 C 1.871 -0.385 -0.097  -0.491
5 C 0.438 0.848 1.362  0.332
6 C 0.790 0.353 0.168  0.741
7 C -2.176 -1.512 -2.696  -1.026
8 C -1.754 -1.830 -1.391  0.258
9 N -1.105 -1.101 -0.582  -0.327
10 N -0.909 1.403 1.387  0.071
11 O -0.889 2.710 1.711  -0.432
12 O -0.635 0.878 -2.262  -0.550
13 O -1.515 1.352 0.127  -0.150
14 S -0.589 0.470 -0.882  0.884
15 H 3.386 0.270 2.822  0.467
16 H 3.754 -0.658 0.577  0.341
17 H 1.105 1.352 3.411  0.446
18 H 1.915 -0.897 -1.094  0.382
19 H -2.527 -0.404 -2.786  0.317
20 H -1.316 -1.455 -3.458  0.309
21 H -2.972 -2.262 -2.934  0.313
22 H -1.733 3.057 2.015  0.369
23 H -1.777 -2.853 -0.969  0.426

Forces on the atoms, in the same order (eV/Å):
-3.3070 1.9320 0.5876
2.1716 -0.7304 -2.7561
1.9800 -1.2091 -0.5133
0.3890 -0.7910 -1.0859
-1.1932 2.2864 2.2340
-1.8560 0.3515 -1.8876
-1.5025 1.7734 -3.2695
1.8690 -0.9243 1.5871
0.5293 1.6879 1.0949
-0.3246 -0.5513 2.7036
1.7890 1.5059 -0.0532
0.6852 0.1568 1.5087
1.0177 -1.2695 -2.7766
-2.0854 -1.3989 -0.4845
0.7552 -0.0004 1.0318
0.0309 -0.6351 1.0701
-0.0669 -0.3165 -0.6614
0.7663 0.5554 1.1997
0.0763 -2.1141 0.2930
-1.1420 -0.7710 1.0804
0.7143 0.9247 -0.6056
-0.5971 -0.7893 0.2240
-0.6991 0.3268 -0.5212

E in eV: -28386.475
SMILES string: CC=[N+]=[S@@]1(=O)ON(O)c2ccccc21
Maximum force in Eh/bohr: 0.0780
2S+1: 1
Total charge: +1
Kohn-Sham gap in eV: 9.1

(4)
This record from the Open Molecules 2025 dataset describes a single C8H9N3O molecule in a non-equilibrium geometry. The level of theory is ωB97M-V/def2-TZVPD.

Each line ends with the Mulliken charge.
CARTESIAN COORDINATES (ANGSTROEM)
1 C -1.319 2.628 1.824  -0.830
2 C -0.870 2.642 0.301  -0.323
3 C -0.192 0.366 -0.279  0.600
4 C -1.514 -1.377 -0.839  -0.591
5 C -0.514 -2.374 -0.717  0.072
6 C 1.991 -2.596 -0.817  -0.348
7 C 2.937 -1.514 -0.674  -0.160
8 C 0.989 -0.675 -0.266  0.281
9 H -1.699 3.713 2.395  0.293
10 H -0.245 2.303 2.334  0.240
11 H -2.307 1.870 2.069  0.210
12 H -1.731 2.470 -0.495  0.264
13 H -0.491 3.550 -0.044  0.395
14 H -2.593 -1.622 -1.127  0.320
15 H -0.434 -3.514 -0.810  0.289
16 H 2.032 -3.661 -0.559  0.278
17 H 4.065 -1.506 -0.950  0.329
18 N -1.333 0.038 -0.583  -0.476
19 N 0.764 -1.973 -0.590  0.134
20 N 2.318 -0.399 -0.275  -0.558
21 O 0.146 1.631 0.101  -0.421

Forces on the atoms, in the same order (eV/Å):
-0.4615 0.1623 1.9985
-3.4057 -2.0403 -0.5834
5.4901 0.0774 1.7419
-0.2707 -1.2448 0.1879
-2.5111 -0.5064 -1.0382
0.4563 1.2652 1.0072
0.3809 -1.9090 -0.2572
0.7651 2.9395 -0.3851
1.3679 -2.9775 -2.2168
-3.2206 0.6170 -0.7085
3.3224 1.8546 -0.7889
1.3852 -0.0386 1.9691
1.2570 1.4640 0.0391
1.8904 0.0815 0.6818
-1.6835 1.7656 -0.1801
0.3245 0.4193 -0.9318
-2.2395 -0.2405 0.9181
-3.3154 -3.6870 -1.4624
1.6723 1.8961 0.8789
-1.4248 0.6395 -0.6458
0.2207 -0.5379 -0.2243

E in eV: -14955.935
SMILES string: CCOc1nccn2ccnc12
Maximum force in Eh/bohr: 0.1120
2S+1: 1
Total charge: 0
Kohn-Sham gap in eV: 9.5